Here is a 8-piece molecular cluster, C4H24N2O9 overall at a distorted geometry from OMol25. Energies are from ωB97M-V with the def2-TZVPD basis set.

Output
E_HOMO = -10.09 eV
spin multiplicity = 1
SMILES = C[C@H](CO)NC(N)=O.O.O.O.O.O.O.O
HOMO-LUMO gap = 10.2 eV
energy above the lowest of the compared OMol25 structures with the same formula, charge and spin = 2.1730 eV

```
39
Properties=species:S:1:pos:R:3:forces:R:3:lowdin_charge:R:1
C 2.577 0.714 1.365 0.9 0.9 1.6 -0.04
C 1.371 -0.001 1.921 -1.5 1.6 1.1 -0.34
C 1.545 -1.323 2.743 -0.2 1.4 -1.4 -0.17
O 0.270 -1.906 2.784 -0.7 0.2 0.8 -0.08
N 0.361 -0.071 0.877 -0.7 -0.1 0.0 0.08
C -0.810 0.661 0.896 0.7 -0.8 -1.4 -0.56
N -1.811 0.043 0.138 -0.1 0.6 0.0 0.15
O -0.916 1.787 1.328 -0.2 0.3 0.9 0.05
H 3.467 0.763 2.030 0.0 -1.3 -0.6 0.10
H 2.699 0.463 0.336 0.9 -0.4 -0.5 0.06
H 2.444 1.785 1.430 -1.0 0.5 -0.6 0.07
H 0.885 0.714 2.642 0.4 -0.6 -0.5 0.15
H 2.296 -1.918 2.220 0.1 -0.3 0.6 0.13
H 1.787 -0.943 3.745 0.5 -0.8 -0.2 0.13
H 0.149 -2.814 2.525 1.1 -0.4 -0.1 0.08
H 0.312 -0.844 0.234 0.2 -0.3 0.3 0.11
H -2.597 0.674 0.025 0.0 -0.3 0.2 0.10
H -2.054 -0.891 0.451 -0.1 0.0 0.2 0.06
H 1.345 0.150 -1.512 0.2 0.2 0.1 0.02
H 1.267 -1.265 -1.960 0.1 -0.1 -0.2 0.02
O 1.886 -0.525 -1.939 -0.4 0.0 0.1 -0.05
H -1.187 -1.026 -3.342 -0.3 0.3 0.1 0.04
H -2.158 -1.227 -2.134 0.3 0.2 -0.4 0.03
O -1.507 -1.668 -2.700 0.1 -0.4 0.4 -0.06
H -1.363 -2.951 1.370 -0.2 -0.2 -0.5 0.01
H -1.831 -2.287 2.627 -0.1 0.4 0.2 0.04
O -2.114 -2.466 1.727 -0.2 -0.3 -0.2 -0.05
H -2.687 1.767 -2.531 0.0 0.2 0.3 0.01
H -1.720 2.396 -3.546 0.1 -0.1 0.2 0.01
O -2.360 1.680 -3.424 0.1 -0.2 -0.4 -0.06
H 0.938 2.322 -3.085 0.0 0.9 1.0 0.05
H 0.367 3.755 -2.378 0.9 -0.7 0.8 0.03
O 0.369 3.106 -3.079 -1.0 -0.3 -1.7 -0.05
H -0.626 -2.960 -1.298 -0.4 -0.3 0.0 -0.01
H 0.421 -4.008 -1.358 0.1 -0.4 0.1 0.04
O -0.354 -3.775 -0.836 0.2 0.8 -0.2 -0.06
H -0.680 4.535 0.348 0.4 0.9 -0.8 0.04
H -0.171 3.451 1.000 1.3 -0.7 -0.3 0.00
O 0.189 4.103 0.358 -1.5 -0.1 0.8 -0.09
```
Forces are in eV/Å.